[1]
{"formula": "C11H16IN2O5Pt", "method": "ωB97M-V/def2-TZVPD", "symbols": ["Pt", "C", "N", "C", "C", "C", "N", "C", "C", "H", "H", "H", "H", "H", "H", "H", "H", "H", "H", "H", "H", "H", "H", "H", "H", "O", "C", "C", "O", "C", "C", "O", "C", "O", "O", "I"], "positions_angstrom": [[0.26, 0.20, 0.24], [1.07, 1.62, -2.29], [0.04, 0.69, -1.77], [0.12, -0.55, -2.55], [-1.29, 1.31, -1.84], [-2.30, 0.50, -1.06], [-1.88, 0.36, 0.35], [-2.38, 1.48, 1.15], [-2.38, -0.90, 0.92], [0.89, 1.79, -3.36], [2.05, 1.16, -2.14], [1.03, 2.55, -1.73], [-0.01, -0.34, -3.62], [-0.64, -1.26, -2.22], [1.09, -1.00, -2.38], [-1.61, 1.43, -2.89], [-1.19, 2.30, -1.39], [-2.41, -0.50, -1.49], [-3.29, 0.98, -1.12], [-3.48, 1.44, 1.21], [-2.05, 2.42, 0.73], [-1.95, 1.41, 2.15], [-3.48, -0.89, 0.99], [-1.95, -1.03, 1.91], [-2.06, -1.74, 0.30], [4.43, -2.91, 3.41], [3.60, -2.32, 2.77], [3.72, -1.88, 1.32], [4.65, -2.12, 0.58], [2.49, -1.13, 1.05], [1.65, -1.13, 2.15], [0.49, -0.55, 2.12], [2.22, -1.88, 3.27], [1.74, -2.14, 4.35], [2.16, -0.56, -0.06], [0.67, 3.18, 0.97]], "mulliken_charge": [0.76, -0.99, 0.28, -0.96, -0.77, -0.74, 0.35, -1.25, -1.14, 0.38, 0.24, 0.31, 0.36, 0.29, 0.31, 0.39, 0.35, 0.38, 0.40, 0.39, 0.36, 0.26, 0.37, 0.38, 0.36, -0.61, 0.51, 0.03, -0.68, 0.80, 0.84, -0.89, 0.07, -0.68, -0.88, -0.59], "e_above_lowest_kj_mol": 0.0, "largest_force_ha_per_bohr": 0.024, "e_tot_ev": -36233.6903, "total_charge": -1, "multiplicity": 1, "homo_lumo_gap_ev": 6.052, "homo_ev": -3.8934, "lumo_energy_ha": 0.0793}

=====

[2]
{"formula": "C11H16INO4S", "method": "ωB97M-V/def2-TZVPD", "symbols": ["O", "O", "I", "O", "O", "C", "C", "C", "C", "C", "C", "N", "C", "C", "C", "C", "C", "S", "H", "H", "H", "H", "H", "H", "H", "H", "H", "H", "H", "H", "H", "H", "H", "H"], "positions_angstrom": [[1.26, 4.09, -3.10], [1.13, 1.73, -3.26], [1.08, 4.02, 1.17], [-0.69, 2.80, -4.05], [-0.63, 2.87, -1.56], [0.72, 0.96, 1.28], [-0.55, -0.52, -0.07], [0.42, 1.99, 0.48], [-0.29, 1.84, -0.71], [-0.76, 0.55, -0.95], [0.27, -0.31, 1.07], [-1.33, 0.42, -3.38], [-1.75, 0.21, -2.05], [-0.52, -1.58, 3.04], [0.55, -2.90, 1.24], [1.91, -1.17, 2.70], [0.59, -1.42, 2.04], [0.38, 2.91, -2.88], [-0.95, 1.91, -3.76], [1.36, 1.17, 2.20], [-1.07, -1.43, -0.17], [-2.04, 0.03, -3.99], [-0.36, 0.09, -3.46], [-2.09, -0.83, -1.97], [-2.65, 0.76, -1.83], [-0.25, -0.99, 4.01], [-1.54, -1.25, 2.67], [-0.60, -2.66, 3.35], [0.97, -2.69, 0.23], [1.10, -3.62, 1.84], [-0.47, -3.24, 1.15], [1.89, -0.47, 3.54], [2.17, -2.19, 3.15], [2.75, -1.08, 2.04]], "mulliken_charge": [-0.61, -0.59, 0.04, -0.58, -0.37, -0.05, -0.90, -1.06, 0.89, 1.03, -0.39, -0.47, -1.09, -1.35, -1.64, -2.01, 2.25, 1.14, 0.57, 0.11, 0.39, 0.23, 0.29, 0.45, 0.30, 0.32, 0.31, 0.32, 0.39, 0.45, 0.41, 0.38, 0.41, 0.44], "e_above_lowest_kj_mol": 0.0, "largest_force_ha_per_bohr": 0.140, "e_tot_ev": -40279.6326, "smiles": "CC(C)(C)c1cc(I)c(OS(=O)(=O)O)c(CN)c1", "multiplicity": 1, "homo_lumo_gap_ev": 9.305, "homo_ev": -9.2812, "lumo_energy_ha": 0.0009}

=====

[3]
{"formula": "C11H16N2OS2", "method": "ωB97M-V/def2-TZVPD", "symbols": ["O", "N", "S", "S", "C", "C", "C", "C", "N", "C", "C", "C", "C", "C", "C", "C", "H", "H", "H", "H", "H", "H", "H", "H", "H", "H", "H", "H", "H", "H", "H", "H"], "positions_angstrom": [[2.72, -0.29, -1.88], [-0.82, 0.01, 0.12], [-1.45, 2.37, -0.87], [2.10, -2.75, 0.27], [1.60, -0.26, -1.29], [-0.41, 0.95, -0.72], [1.21, -1.35, -0.30], [0.06, -1.13, 0.38], [0.80, 0.83, -1.52], [-3.07, 1.70, 1.22], [0.61, 2.00, -3.72], [1.06, -4.13, 2.52], [-1.86, 2.63, 0.84], [-0.08, -2.03, 1.57], [1.19, 2.03, -2.37], [1.23, -2.72, 1.88], [-3.77, 1.58, 0.26], [-3.56, 2.11, 2.14], [-2.68, 0.68, 1.46], [0.65, 2.98, -4.19], [-0.46, 1.80, -3.75], [1.11, 1.30, -4.36], [0.70, -3.96, 3.49], [2.03, -4.60, 2.47], [0.31, -4.64, 1.94], [-0.99, 2.49, 1.53], [-2.21, 3.63, 0.83], [-0.19, -1.37, 2.39], [-0.95, -2.63, 1.66], [1.06, 2.95, -1.84], [2.28, 1.92, -2.60], [1.80, -2.08, 2.45]], "mulliken_charge": [-0.73, -0.35, -0.15, -0.21, 0.58, 0.13, 0.44, -0.12, 0.14, -0.82, -1.05, -1.38, -0.43, -0.94, -0.83, 0.16, 0.25, 0.34, 0.18, 0.34, 0.27, 0.38, 0.40, 0.40, 0.36, 0.29, 0.38, 0.28, 0.40, 0.49, 0.33, 0.44], "e_above_lowest_kj_mol": 173.7, "largest_force_ha_per_bohr": 0.098, "e_tot_ev": -38363.5648, "smiles": "CCSc1nc2c(c(=O)n1CC)S[C@H](C)C2", "multiplicity": 1, "homo_lumo_gap_ev": 8.300, "homo_ev": -7.9019, "lumo_energy_ha": 0.0146}

=====

[4]
{"formula": "C11H16N2S", "method": "ωB97M-V/def2-TZVPD", "symbols": ["N", "N", "S", "C", "C", "C", "C", "C", "C", "C", "C", "C", "C", "C", "H", "H", "H", "H", "H", "H", "H", "H", "H", "H", "H", "H", "H", "H", "H", "H"], "positions_angstrom": [[-2.94, -0.98, 1.52], [-1.38, -1.73, 3.74], [-1.06, -1.60, -0.26], [-3.37, -0.80, 2.78], [-2.59, -1.15, 3.89], [-1.69, -1.46, 1.36], [-0.92, -1.88, 2.51], [0.40, -2.55, 2.36], [-0.22, 2.19, -2.62], [-1.60, 2.16, -1.94], [0.86, 1.73, -1.64], [-1.94, 0.75, -1.50], [0.54, 0.32, -1.20], [-0.82, 0.16, -0.58], [-4.38, -0.49, 2.88], [-2.96, -0.98, 4.92], [0.97, -2.12, 1.51], [0.29, -3.59, 2.25], [1.04, -2.35, 3.24], [0.06, 3.17, -2.94], [-0.21, 1.56, -3.52], [-1.63, 2.77, -1.04], [-2.38, 2.54, -2.65], [1.83, 1.82, -2.12], [0.81, 2.41, -0.79], [-2.04, 0.12, -2.41], [-2.87, 0.78, -0.96], [1.27, 0.05, -0.43], [0.65, -0.31, -2.07], [-0.80, 0.75, 0.35]], "mulliken_charge": [-0.54, -0.60, -0.24, -0.39, -0.14, 0.22, 0.97, -1.12, -0.71, -0.61, -0.79, -0.81, -0.83, 0.21, 0.42, 0.36, 0.30, 0.27, 0.37, 0.34, 0.33, 0.34, 0.30, 0.35, 0.32, 0.31, 0.37, 0.26, 0.39, 0.35], "e_above_lowest_kj_mol": 72.2, "largest_force_ha_per_bohr": 0.045, "e_tot_ev": -25481.9507, "smiles": "Cc1nccnc1SC1CCCCC1", "multiplicity": 1, "homo_lumo_gap_ev": 9.085, "homo_ev": -8.7380, "lumo_energy_ha": 0.0128}

=====

[5]
{"formula": "C11H16N8O", "method": "ωB97M-V/def2-TZVPD", "symbols": ["O", "N", "N", "N", "N", "N", "C", "C", "C", "C", "N", "N", "N", "C", "C", "C", "C", "C", "C", "C", "H", "H", "H", "H", "H", "H", "H", "H", "H", "H", "H", "H", "H", "H", "H", "H"], "positions_angstrom": [[-0.32, 3.43, 0.16], [-0.28, -4.30, -0.79], [0.11, -3.24, -0.13], [-3.63, -5.45, -0.92], [-2.35, -5.56, -1.39], [-2.08, -2.77, 0.73], [0.55, 2.58, 0.00], [-3.71, -4.45, -0.06], [-1.63, -4.62, -0.79], [-0.78, -2.46, 0.61], [-2.46, -3.87, 0.02], [0.24, 1.28, 0.43], [-0.28, -1.34, 1.32], [2.01, 2.63, -2.07], [2.15, 4.55, -0.46], [-1.12, 0.94, 0.86], [1.15, 0.17, 0.12], [-1.20, -0.30, 1.74], [1.11, -0.93, 1.22], [1.92, 3.02, -0.60], [-4.58, -4.07, 0.46], [1.92, 1.58, -2.19], [1.20, 3.14, -2.61], [2.97, 2.93, -2.55], [3.14, 4.81, -0.85], [1.39, 5.10, -1.00], [2.12, 4.87, 0.57], [-1.59, 1.75, 1.42], [-1.75, 0.69, -0.01], [0.76, -0.20, -0.85], [2.20, 0.49, -0.01], [-0.91, 0.01, 2.76], [-2.22, -0.65, 1.78], [1.45, -0.49, 2.16], [1.80, -1.76, 1.01], [2.71, 2.53, -0.08]], "mulliken_charge": [-0.67, -0.60, 0.03, -0.44, -0.49, -0.82, 0.24, 0.13, 0.59, 0.57, 0.53, 0.23, 0.18, -1.25, -1.64, -0.50, -0.36, -0.91, -1.24, 0.66, 0.43, 0.32, 0.33, 0.38, 0.42, 0.33, 0.39, 0.37, 0.25, 0.30, 0.39, 0.33, 0.42, 0.37, 0.42, 0.33], "largest_force_ha_per_bohr": 0.054, "e_tot_ev": -25631.9502, "smiles": "CC(C)C(=O)N1CCN(c2nnc3nncn3n2)CC1", "multiplicity": 1, "homo_lumo_gap_ev": 7.556, "homo_ev": -9.0398, "lumo_energy_ha": -0.0545}

=====

[6]
{"formula": "C11H16NO2S", "method": "ωB97M-V/def2-TZVPD", "symbols": ["C", "C", "C", "C", "C", "C", "C", "C", "C", "C", "C", "N", "O", "O", "S", "H", "H", "H", "H", "H", "H", "H", "H", "H", "H", "H", "H", "H", "H", "H", "H"], "positions_angstrom": [[-2.58, -0.43, 0.46], [-2.40, -0.10, -0.90], [-1.03, -0.05, -1.43], [0.00, -0.17, -0.56], [-0.28, -0.39, 0.86], [6.08, -0.29, 1.78], [-3.54, -0.18, -1.86], [-0.84, 0.11, -2.94], [1.38, -0.14, -0.92], [0.55, -1.08, 3.08], [0.74, -0.61, 1.72], [-1.62, -0.41, 1.33], [5.26, 1.65, 3.31], [5.38, 2.21, 0.92], [5.14, 1.22, 1.92], [-3.57, -0.62, 0.85], [6.00, -0.58, 0.69], [5.99, -1.06, 2.43], [-3.90, 0.78, -2.20], [-3.19, -0.78, -2.66], [-4.35, -0.71, -1.26], [-1.81, 0.36, -3.40], [-0.31, 1.04, -2.93], [-0.30, -0.78, -3.31], [1.96, -1.09, -0.95], [1.43, 0.16, -2.00], [1.95, 0.67, -0.33], [-0.41, -0.86, 3.42], [0.70, -2.18, 3.19], [1.11, -0.55, 3.76], [1.80, -0.79, 1.32]], "mulliken_charge": [-0.92, 0.97, 0.36, 1.30, 0.36, -0.92, -1.43, -1.83, -1.82, -1.45, -0.13, -0.53, -0.63, -0.59, 0.58, 0.34, 0.20, 0.37, 0.27, 0.47, 0.36, 0.45, 0.49, 0.30, 0.32, 0.41, 0.38, 0.45, 0.22, 0.42, 0.23], "e_above_lowest_kj_mol": 0.0, "s_squared": 2.06, "largest_force_ha_per_bohr": 0.109, "e_tot_ev": -28083.2765, "total_charge": -1, "multiplicity": 3, "homo_lumo_gap_ev": [4.916, 4.847], "homo_ev": [-2.3718, -3.2781], "lumo_energy_ha": [0.0935, 0.0577]}

=====

[7]
{"formula": "C11H16OSe", "method": "ωB97M-V/def2-TZVPD", "symbols": ["C", "C", "C", "C", "C", "C", "C", "C", "C", "C", "C", "O", "Se", "H", "H", "H", "H", "H", "H", "H", "H", "H", "H", "H", "H", "H", "H", "H", "H"], "positions_angstrom": [[-4.09, -2.72, 0.23], [-3.39, -2.13, 1.24], [-3.65, -2.31, -1.09], [-2.31, -1.26, 1.05], [-2.66, -1.37, -1.32], [-1.96, -0.87, -0.25], [2.58, 1.44, -1.16], [3.57, -0.05, 0.48], [3.21, 2.43, 1.08], [-0.79, 0.10, -0.37], [3.14, 1.29, 0.04], [-0.02, -0.18, -1.53], [-1.66, 1.99, -0.58], [-4.98, -3.34, 0.26], [-3.67, -2.26, 2.34], [-4.33, -2.66, -1.81], [-1.65, -0.87, 1.90], [-2.39, -0.95, -2.32], [2.46, 0.75, -1.94], [-0.17, 0.27, 0.55], [2.39, 2.53, -1.58], [2.67, -0.60, 0.59], [4.22, -0.55, -0.30], [4.17, 0.01, 1.45], [4.27, 2.82, 1.27], [2.74, 2.31, 2.06], [2.67, 3.29, 0.65], [0.72, 0.48, -1.67], [-1.09, 2.39, 0.73]], "mulliken_charge": [-0.67, -0.20, -0.32, -0.55, -0.52, 1.03, -1.39, -1.04, -1.31, -0.43, 1.03, -0.53, -0.09, 0.39, 0.25, 0.35, 0.19, 0.32, 0.70, 0.35, 0.18, 0.25, 0.30, 0.30, 0.32, 0.32, 0.36, 0.31, 0.09], "e_above_lowest_kj_mol": 21.1, "largest_force_ha_per_bohr": 0.090, "e_tot_ev": -79057.8602, "smiles": "O[C@@H]([SeH])c1ccccc1.C=C(C)C", "multiplicity": 1, "homo_lumo_gap_ev": 9.043, "homo_ev": -8.4582, "lumo_energy_ha": 0.0215}

=====

- What is the formula in the third record?
  C11H16N2OS2